# 1
Here is C18H31Br4Cl2CsF6MgN2O7S2 as an isolated structure in a non-equilibrium geometry from the OMol25 dataset. Energies are from ωB97M-V with the def2-TZVPD basis set.

* LUMO energy: -6.2 eV
* HOMO: -9.3 eV

```
! RIJCOSX wB97M-V def2-TZVPD def2/J DEFGRID3
* xyz 1 2
Cs 4.49 3.09 6.26
Br 3.46 2.06 4.55
Br 5.58 0.97 2.40
Br 4.96 4.12 2.60
Br 6.38 2.16 0.15
Cl -1.71 -7.01 -7.62
Cl -1.97 -3.63 -7.42
S 1.11 3.48 8.43
S -0.05 3.33 6.07
Mg 0.11 -4.03 -4.11
F -0.45 4.36 10.35
F -1.95 3.06 4.27
F 1.39 3.52 11.04
F -2.58 4.06 6.06
F -0.19 2.24 10.35
F -2.28 1.94 6.07
O 1.73 4.78 8.34
O 1.74 0.52 0.39
O 0.31 4.61 5.50
O 2.03 2.36 8.34
O 0.60 0.70 -2.23
O 0.65 2.19 5.51
O -1.23 -0.74 -0.46
N -0.26 3.30 7.64
N -1.77 -1.26 -1.47
C -3.68 -0.66 -3.09
C -1.07 -4.56 -8.64
C 0.29 -1.70 -2.95
C 2.00 0.66 -1.98
C -0.94 -2.28 -2.09
C 0.44 3.40 10.12
C 5.09 2.44 3.56
C -1.83 -3.38 -2.87
C -2.61 1.05 -1.60
C 0.27 0.22 2.38
C -2.32 -0.27 -2.43
C -1.80 3.09 5.60
C 1.07 1.21 1.45
C -0.29 -3.10 -0.89
C -1.31 0.16 -3.58
C 0.21 -0.16 -3.28
C -1.75 -5.86 -8.98
C 2.20 1.42 -0.62
H -0.06 -4.72 -8.27
H -3.21 1.78 -2.20
H 0.33 1.95 1.05
H -2.75 -3.56 -2.25
H -1.25 -6.34 -9.82
H -1.65 1.58 -1.38
H -1.21 -4.35 -2.85
H 3.29 1.62 -0.46
H 0.84 0.09 -4.17
H -1.57 -0.47 -4.48
H 0.47 0.55 3.43
H 1.85 1.71 2.08
H -2.80 -5.70 -9.26
H 0.28 -2.23 -3.96
H -1.47 1.21 -3.91
H 0.52 -2.51 -0.41
H 0.62 -0.83 2.26
H -4.04 0.23 -3.66
H 2.40 -0.37 -1.80
H -1.00 -3.93 -9.53
H -1.04 -3.31 -0.10
H -2.10 -3.07 -3.91
H -3.56 -1.49 -3.83
H -3.19 0.85 -0.68
H 1.25 -2.00 -2.47
H 0.19 -4.04 -1.26
H -4.47 -0.87 -2.34
H -0.83 0.31 2.25
H 5.89 2.55 4.30
H 1.60 2.36 -0.67
H 2.61 1.12 -2.79
*
```

Charges per atom according to Löwdin partitioning, unit e: atom 1 (Cs): 1.20, atom 2 (Br): 0.24, atom 3 (Br): 0.57, atom 4 (Br): 0.65, atom 5 (Br): 0.02, atom 6 (Cl): 0.53, atom 7 (Cl): 0.49, atom 8 (S): 0.57, atom 9 (S): 0.59, atom 10 (Mg): 0.84, atom 11 (F): 0.14, atom 12 (F): 0.13, atom 13 (F): 0.15, atom 14 (F): 0.14, atom 15 (F): 0.14, atom 16 (F): 0.13, atom 17 (O): -0.30, atom 18 (O): -0.18, atom 19 (O): -0.28, atom 20 (O): -0.37, atom 21 (O): -0.12, atom 22 (O): -0.39, atom 23 (O): 0.08, atom 24 (N): -0.27, atom 25 (N): -0.06, atom 26 (C): -0.02, atom 27 (C): -0.65, atom 28 (C): -0.11, atom 29 (C): -0.16, atom 30 (C): -0.43, atom 31 (C): -0.69, atom 32 (C): -1.56, atom 33 (C): -0.12, atom 34 (C): -0.03, atom 35 (C): -0.05, atom 36 (C): -0.43, atom 37 (C): -0.68, atom 38 (C): -0.24, atom 39 (C): -0.03, atom 40 (C): -0.03, atom 41 (C): -0.28, atom 42 (C): -0.66, atom 43 (C): -0.17, atom 44 (H): 0.06, atom 45 (H): 0.10, atom 46 (H): 0.12, atom 47 (H): 0.13, atom 48 (H): 0.08, atom 49 (H): 0.09, atom 50 (H): -0.02, atom 51 (H): 0.09, atom 52 (H): 0.16, atom 53 (H): 0.13, atom 54 (H): 0.06, atom 55 (H): 0.08, atom 56 (H): 0.07, atom 57 (H): -0.02, atom 58 (H): 0.15, atom 59 (H): 0.10, atom 60 (H): 0.08, atom 61 (H): 0.10, atom 62 (H): 0.13, atom 63 (H): 0.08, atom 64 (H): 0.11, atom 65 (H): 0.06, atom 66 (H): 0.07, atom 67 (H): 0.10, atom 68 (H): 0.12, atom 69 (H): 0.08, atom 70 (H): 0.10, atom 71 (H): 0.07, atom 72 (H): -0.08, atom 73 (H): 0.14, atom 74 (H): 0.14

# 2
Here is a 2-piece molecular cluster, C2H9NS2 overall in a non-equilibrium geometry from the OMol25 dataset. Energies are from ωB97M-V with the def2-TZVPD basis set.

* LUMO energy: 0.2 eV
* HOMO: -8.6 eV

```
! RIJCOSX wB97M-V def2-TZVPD def2/J DEFGRID3
* xyz 0 1
S -1.29 2.07 -5.43
S 0.42 3.16 -4.85
N -0.74 -0.95 2.75
C 1.20 -0.86 1.24
C 0.30 -1.71 2.00
H 2.09 -0.50 1.75
H -0.14 -2.63 1.46
H 0.81 0.12 0.94
H -0.36 3.98 -3.99
H -0.88 -1.18 3.64
H 0.89 -2.28 2.86
H 1.53 -1.38 0.25
H -1.60 -0.82 2.27
H -2.23 2.97 -4.89
*
```

Charges per atom according to natural (NBO) partitioning, unit e: atom 1 (S): -0.16, atom 2 (S): -0.15, atom 3 (N): -0.85, atom 4 (C): -0.64, atom 5 (C): -0.23, atom 6 (H): 0.22, atom 7 (H): 0.18, atom 8 (H): 0.22, atom 9 (H): 0.15, atom 10 (H): 0.35, atom 11 (H): 0.18, atom 12 (H): 0.21, atom 13 (H): 0.35, atom 14 (H): 0.15

# 3
Here is C6H18ClO3S2 as an isolated structure in a non-equilibrium geometry from the OMol25 dataset. Energies are from ωB97M-V with the def2-TZVPD basis set.

* LUMO energy: 3.0 eV
* HOMO: -4.2 eV

```
! RIJCOSX wB97M-V def2-TZVPD def2/J DEFGRID3
* xyz -1 1
Cl 31.74 -42.74 23.14
S 34.27 -40.71 25.38
S 28.51 -41.82 20.85
O 29.04 -41.39 22.99
O 27.25 -41.82 20.00
O 34.72 -39.35 24.88
C 28.98 -43.61 20.78
C 35.62 -41.21 26.39
C 29.88 -41.30 19.90
C 28.31 -41.32 24.14
C 26.91 -41.89 24.05
C 34.76 -41.89 24.23
H 30.01 -43.70 20.91
H 26.62 -41.80 24.98
H 28.44 -44.01 21.75
H 30.10 -41.93 19.07
H 34.20 -41.77 23.31
H 35.54 -42.30 26.70
H 29.56 -42.26 23.26
H 30.72 -41.19 20.43
H 36.45 -40.87 26.00
H 35.52 -40.63 27.30
H 28.26 -40.12 24.33
H 35.74 -41.86 23.96
H 34.47 -42.83 24.56
H 26.81 -42.88 24.02
H 28.68 -44.05 19.78
H 28.86 -41.73 24.88
H 26.20 -41.41 23.41
H 29.87 -40.38 19.75
*
```

Charges per atom according to natural (NBO) partitioning, unit e: atom 1 (Cl): -0.93, atom 2 (S): 1.30, atom 3 (S): 1.31, atom 4 (O): -0.78, atom 5 (O): -1.03, atom 6 (O): -1.00, atom 7 (C): -0.80, atom 8 (C): -0.82, atom 9 (C): -0.85, atom 10 (C): -0.03, atom 11 (C): -0.65, atom 12 (C): -0.85, atom 13 (H): 0.24, atom 14 (H): 0.20, atom 15 (H): 0.22, atom 16 (H): 0.20, atom 17 (H): 0.28, atom 18 (H): 0.22, atom 19 (H): 0.52, atom 20 (H): 0.26, atom 21 (H): 0.22, atom 22 (H): 0.21, atom 23 (H): 0.13, atom 24 (H): 0.20, atom 25 (H): 0.24, atom 26 (H): 0.20, atom 27 (H): 0.23, atom 28 (H): 0.16, atom 29 (H): 0.21, atom 30 (H): 0.21

# 4
Here is a 6-piece molecular cluster, C45H46BN8O3S2 overall in a non-equilibrium geometry from the OMol25 dataset. Energies are from ωB97M-V with the def2-TZVPD basis set.

* LUMO energy: -4.4 eV
* HOMO: -9.9 eV

```
! RIJCOSX wB97M-V def2-TZVPD def2/J DEFGRID3
* xyz 1 1
S -0.52 -3.32 1.91
S -1.39 -1.91 -0.57
O -10.00 -1.69 5.93
O -7.68 -1.24 6.19
O -8.42 -3.11 4.84
N 0.09 -5.14 -3.77
N 0.01 11.04 -0.76
N 0.19 -0.80 1.27
N 2.87 -0.94 -3.62
N -6.13 -2.51 1.64
N -7.23 -1.75 1.75
N 5.36 -6.03 -3.01
N 1.27 5.29 -0.08
C 0.75 6.40 -0.61
C -7.61 -2.94 3.80
C 1.47 -1.12 1.87
C 0.27 0.32 0.35
C -0.18 -4.77 -2.52
C 1.01 7.67 -0.13
C 2.38 6.66 1.54
C 6.14 -5.87 -1.94
C -6.47 -3.69 3.63
C 2.01 -2.52 -5.21
C 1.87 -0.38 2.98
C 5.10 -3.64 -3.08
C 4.85 -4.92 -3.55
C 1.84 7.80 0.97
C 2.12 -2.00 -3.93
C 2.31 -2.09 1.36
C 0.40 -6.42 -3.99
C 0.34 2.55 -1.33
C 1.13 1.43 -1.58
C -3.31 -3.37 1.64
C 3.49 -0.80 -5.94
C -1.23 12.49 0.69
C 0.17 -6.97 -1.68
C 2.07 5.43 0.98
C 0.44 -7.37 -2.98
C -5.73 -3.45 2.48
C -4.50 -4.21 2.16
C 3.54 -0.36 -4.62
C -1.11 11.37 -0.13
C -0.55 1.42 0.61
C 5.91 -3.50 -1.96
C 3.09 -0.64 3.59
C 1.06 12.96 0.22
C 3.92 -1.64 3.08
C -2.17 -3.25 2.68
C 2.71 -1.90 -6.24
C -0.53 -1.88 0.83
C -7.94 -2.00 2.80
C 6.45 -4.64 -1.38
C 1.10 0.32 -0.75
C -0.52 2.53 -0.22
C 1.07 11.83 -0.58
C 3.53 -2.37 1.97
C -0.12 13.29 0.87
C -0.15 -5.64 -1.44
B -8.70 -1.98 5.68
H -3.60 -2.39 1.28
H -8.85 -1.43 2.90
H -4.79 -4.93 1.39
H 0.62 -6.68 -5.01
H 0.38 3.42 -1.95
H 2.65 -2.28 -7.25
H -2.17 12.71 1.18
H 1.23 0.39 3.37
H 0.57 8.54 -0.60
H -0.43 -3.72 -2.40
H -10.51 -1.65 5.12
H 1.97 11.53 -1.11
H 2.47 4.51 1.39
H 6.55 -6.78 -1.52
H 7.09 -4.57 -0.51
H -0.37 -5.28 -0.45
H -1.96 10.71 -0.29
H 3.04 6.72 2.40
H 4.05 -0.29 -6.70
H 1.95 13.56 0.33
H -6.17 -4.43 4.35
H 3.40 -0.08 4.45
H 4.66 -2.78 -3.56
H -1.19 1.39 1.48
H -4.21 -4.81 3.02
H 1.78 1.45 -2.44
H -1.16 3.36 0.01
H -2.89 -3.89 0.79
H 2.06 8.78 1.38
H 0.20 -7.68 -0.87
H 4.22 -5.08 -4.42
H 4.14 0.49 -4.34
H 2.01 -2.65 0.48
H 4.16 -3.14 1.57
H -2.19 -4.11 3.33
H -5.57 -2.32 0.82
H -0.17 14.17 1.50
H 1.73 -0.53 -0.98
H 6.12 -2.52 -1.56
H 0.70 -8.39 -3.21
H 4.85 -1.84 3.59
H 0.11 6.25 -1.46
H -2.29 -2.35 3.28
H 1.39 -3.39 -5.39
H 1.58 -2.45 -3.10
H -7.28 -1.61 6.99
*
```

Löwdin atomic charge list, values in e, 99 entries: atom 1 (S): 0.91, atom 2 (S): 0.75, atom 3 (O): 0.24, atom 4 (O): 0.23, atom 5 (O): 0.20, atom 6 (N): 0.06, atom 7 (N): 0.04, atom 8 (N): -0.07, atom 9 (N): 0.05, atom 10 (N): 0.11, atom 11 (N): 0.16, atom 12 (N): 0.05, atom 13 (N): 0.06, atom 14 (C): -0.15, atom 15 (C): -0.21, atom 16 (C): -0.27, atom 17 (C): -0.29, atom 18 (C): -0.17, atom 19 (C): -0.07, atom 20 (C): -0.07, atom 21 (C): -0.16, atom 22 (C): 0.13, atom 23 (C): -0.07, atom 24 (C): -0.01, atom 25 (C): -0.07, atom 26 (C): -0.15, atom 27 (C): -0.08, atom 28 (C): -0.16, atom 29 (C): -0.06, atom 30 (C): -0.15, atom 31 (C): -0.08, atom 32 (C): -0.06, atom 33 (C): -0.26, atom 34 (C): -0.07, atom 35 (C): -0.07, atom 36 (C): -0.08, atom 37 (C): -0.15, atom 38 (C): -0.07, atom 39 (C): -0.16, atom 40 (C): -0.09, atom 41 (C): -0.16, atom 42 (C): -0.15, atom 43 (C): -0.03, atom 44 (C): -0.08, atom 45 (C): -0.06, atom 46 (C): -0.07, atom 47 (C): -0.07, atom 48 (C): -0.46, atom 49 (C): -0.07, atom 50 (C): -1.00, atom 51 (C): 0.01, atom 52 (C): -0.08, atom 53 (C): -0.04, atom 54 (C): -0.08, atom 55 (C): -0.15, atom 56 (C): -0.06, atom 57 (C): -0.08, atom 58 (C): -0.07, atom 59 (B): -0.74, atom 60 (H): 0.08, atom 61 (H): 0.15, atom 62 (H): 0.14, atom 63 (H): 0.11, atom 64 (H): 0.09, atom 65 (H): 0.11, atom 66 (H): 0.10, atom 67 (H): 0.12, atom 68 (H): 0.08, atom 69 (H): 0.04, atom 70 (H): 0.12, atom 71 (H): 0.11, atom 72 (H): 0.10, atom 73 (H): 0.10, atom 74 (H): 0.10, atom 75 (H): 0.07, atom 76 (H): 0.10, atom 77 (H): 0.10, atom 78 (H): 0.10, atom 79 (H): 0.10, atom 80 (H): 0.15, atom 81 (H): 0.10, atom 82 (H): 0.07, atom 83 (H): 0.11, atom 84 (H): 0.12, atom 85 (H): 0.09, atom 86 (H): 0.10, atom 87 (H): 0.07, atom 88 (H): 0.10, atom 89 (H): 0.11, atom 90 (H): 0.10, atom 91 (H): 0.11, atom 92 (H): 0.11, atom 93 (H): 0.10, atom 94 (H): 0.07, atom 95 (H): 0.18, atom 96 (H): 0.11, atom 97 (H): 0.10, atom 98 (H): 0.11, atom 99 (H): 0.10

E list, top to bottom, in eV: -385642.61687, -25378.95448, -46845.24199, -87816.72152